No. 1
The following is a quantum chemistry calculation of a 2-piece molecular cluster, C2H4NOP overall in a non-equilibrium geometry, from the Open Molecules 2025 dataset.

HOMO-LUMO gap (spin up / spin down) ... 7.024 / 7.081 eV
Energy relative to the best compared isomer or geometry (same formula, charge and spin) ... 3.492 eV
DFT total energy ... -549.81228 Eh
HOMO (spin up / spin down) ... -7.47 / -7.49 eV

Atoms and positions in Å:
P 1.804685 2.190909 1.691066
O 0.491054 2.099307 2.617367
N 0.228163 0.687625 -0.318335
C 0.139944 -1.758137 -0.630062
C 0.239467 -0.514687 -0.519474
H 0.985436 1.336472 -0.770447
H -0.413577 -2.256743 -1.358563
H 0.549300 -2.548724 -0.032728
H -0.417207 1.764907 2.395257

Cartesian forces, eV/Å:
P 0.1 0.1 0.1
O -1.3 -0.3 0.5
N 1.3 1.8 -1.0
C 0.1 -3.9 0.2
C 0.6 3.4 0.4
H -1.7 -1.9 1.0
H -1.1 0.0 -1.6
H 0.7 0.4 0.8
H 1.5 0.4 -0.4



No. 2
The following is a quantum chemistry calculation of a 2-piece molecular cluster, C2H4NOP overall in a non-equilibrium geometry, from the Open Molecules 2025 dataset.

HOMO-LUMO gap (spin up / spin down) ... 7.583 / 8.315 eV
Energy relative to the best compared isomer or geometry (same formula, charge and spin) ... 5.525 eV
DFT total energy ... -549.73755 Eh
HOMO (spin up / spin down) ... -8.38 / -9.41 eV

Atoms and positions in Å:
P 1.475305 -1.120895 -0.016991
O 2.246537 0.350584 -0.239808
N 1.537764 1.533017 -0.124774
C 0.319893 1.190572 0.106703
C -0.024345 -0.170774 0.199401
H -0.997576 -0.317512 0.554449
H -0.474906 1.781506 0.474147
H 1.521078 -1.391193 1.418421
H -0.093914 -0.619173 -1.943093

Cartesian forces, eV/Å:
P -0.5 0.0 0.7
O 1.5 -0.2 -0.6
N 0.2 -0.2 0.3
C -1.0 -1.2 0.9
C 0.9 0.2 -1.7
H -1.1 -1.1 0.3
H -0.2 1.8 -0.3
H 0.5 0.3 -0.2
H -0.3 0.3 0.6